Here is the ion C30H31ClN with charge +1 from the OMol25 dataset. Energies are from wB97M-V/def2-TZVPD.

Results
lowest unoccupied orbital energy = -4.3 eV
HOMO-LUMO gap = 6.767 eV
structure (SMILES) = Clc1ccc([C@@]2([C@H](C(c3ccccc3)=[N+]3CCCCC3)c3ccccc3)C=CCC2)cc1
maximum force = 3.5 eV Å⁻¹

ORCA input file:
```
! RIJCOSX wB97M-V def2-TZVPD def2/J DEFGRID3
* xyz 1 1
Cl -4.823 4.776 -1.146
C -3.902 3.335 -1.095
C -3.518 2.788 0.134
C -2.771 1.600 0.167
C -2.264 1.051 -1.014
C -1.284 -0.176 -1.003
C -1.440 -1.028 -2.341
C -1.722 -2.498 -1.957
C -1.967 -2.418 -0.479
C -1.778 -1.180 0.023
C -2.687 1.594 -2.230
C -3.537 2.702 -2.286
H -3.820 3.278 1.056
H -2.610 1.127 1.135
H -2.318 -0.691 -2.894
H -0.577 -0.935 -3.007
H -2.581 -2.903 -2.521
H -0.880 -3.159 -2.219
H -2.289 -3.301 0.077
H -1.951 -0.872 1.055
H -2.305 1.198 -3.171
H -3.863 3.093 -3.246
C 0.666 4.485 -0.621
C 1.497 3.680 0.159
C 1.526 2.301 -0.056
C 0.548 1.714 -0.865
C 0.174 0.211 -0.801
C 0.826 -0.492 0.396
N 1.277 -1.757 0.283
C 1.602 -2.350 -1.020
C 2.651 -3.457 -0.923
C 2.446 -4.432 0.228
C 2.164 -3.711 1.538
C 1.010 -2.734 1.389
C 1.006 0.132 1.697
C 0.049 1.022 2.237
C 0.253 1.606 3.480
C 1.443 1.366 4.180
C 2.416 0.506 3.659
C 2.199 -0.118 2.437
C 0.020 2.531 -1.876
C -0.026 3.912 -1.692
H 0.594 5.556 -0.423
H 2.137 4.113 0.929
H 2.284 1.693 0.441
H 0.720 -0.182 -1.678
H 0.679 -2.745 -1.471
H 1.997 -1.575 -1.692
H 2.650 -3.992 -1.880
H 3.632 -2.974 -0.828
H 1.611 -5.105 -0.003
H 3.347 -5.041 0.336
H 1.906 -4.423 2.331
H 3.053 -3.163 1.875
H 0.849 -2.207 2.336
H 0.074 -3.275 1.161
H -0.834 1.259 1.643
H -0.518 2.258 3.898
H 1.610 1.850 5.142
H 3.346 0.307 4.201
H 2.964 -0.772 2.003
H -0.357 2.089 -2.802
H -0.598 4.531 -2.385
*
```